No. 1
Below is the ion C3H11N5 with charge +2, with properties calculated with the ωB97M-V functional and the def2-TZVPD basis.

Geometry (Å):
C: -2.356 -0.728 1.281
N: -0.970 -0.576 0.982
C: -0.418 0.085 -0.029
C: -1.216 0.846 -0.998
N: 1.038 0.129 -0.299
N: 1.802 0.724 -1.407
N: 1.733 -0.488 0.583
N: 2.976 -0.589 0.524
H: -2.694 -1.722 0.966
H: -2.491 -0.685 2.365
H: -2.988 0.014 0.801
H: -0.342 -1.080 1.612
H: -2.102 1.288 -0.543
H: -1.585 0.197 -1.801
H: -0.648 1.646 -1.472
H: 1.928 1.726 -1.271
H: 1.371 0.540 -2.310
H: 3.527 -0.227 -0.264
H: 3.435 -1.100 1.280

**Largest force on an atom**: 4.2 eV/Å
**Charge**: +2
**Energy relative to the best compared isomer or geometry (same formula, charge and spin)**: 25.0 kcal/mol

Atomic charges from the Mulliken analysis, expressed in e, are listed below:
1 C -0.743
2 N -0.110
3 C 1.011
4 C -1.444
5 N 0.837
6 N -0.783
7 N -0.111
8 N -0.338
9 H 0.346
10 H 0.325
11 H 0.294
12 H 0.264
13 H 0.417
14 H 0.391
15 H 0.398
16 H 0.312
17 H 0.297
18 H 0.326
19 H 0.311

***

No. 2
Below is an isolated molecule of C14H20N2O3, with properties calculated with the ωB97M-V functional and the def2-TZVPD basis.

Geometry (Å):
C: 5.459 -1.135 0.222
C: 4.066 -0.922 0.799
N: 3.155 -0.243 -0.189
C: 1.915 -1.015 -0.356
C: 1.004 -0.470 -1.478
C: -0.376 -0.112 -0.991
C: -0.732 1.096 -0.518
C: -2.094 1.368 -0.016
O: -2.371 2.457 0.458
C: -3.137 0.291 -0.083
C: -4.482 0.677 0.451
C: -5.622 -0.316 0.210
N: -6.731 -0.174 1.165
C: -2.786 -0.905 -0.580
C: -1.412 -1.185 -1.040
O: -1.123 -2.296 -1.458
C: 2.887 1.069 0.299
C: 3.991 2.063 0.052
O: 1.858 1.378 0.860
H: 5.446 -2.010 -0.425
H: 6.190 -1.281 1.013
H: 5.760 -0.295 -0.395
H: 3.612 -1.867 1.076
H: 4.114 -0.329 1.713
H: 2.227 -2.018 -0.638
H: 1.357 -1.125 0.577
H: 1.458 0.376 -1.983
H: 0.859 -1.284 -2.183
H: -0.052 1.932 -0.463
H: -4.749 1.672 0.101
H: -4.369 0.785 1.534
H: -6.028 -0.162 -0.787
H: -5.271 -1.337 0.311
H: -6.893 0.804 1.373
H: -6.465 -0.603 2.041
H: -3.490 -1.717 -0.668
H: 4.916 1.643 0.445
H: 3.767 2.991 0.562
H: 4.139 2.199 -1.015

**Largest force on an atom**: 1.0 eV/Å
**Energy relative to the best compared isomer or geometry (same formula, charge and spin)**: 68.9 kcal/mol

Atomic charges from the Mulliken analysis, expressed in e, are listed below:
1 C -1.234
2 C -0.560
3 N 0.141
4 C -0.775
5 C -1.478
6 C 0.378
7 C -0.259
8 C -0.122
9 O -0.615
10 C 0.614
11 C -0.271
12 C -0.655
13 N -0.652
14 C -0.469
15 C 0.443
16 O -0.645
17 C 0.508
18 C -1.245
19 O -0.565
20 H 0.343
21 H 0.363
22 H 0.312
23 H 0.504
24 H 0.399
25 H 0.553
26 H 0.421
27 H 0.523
28 H 0.437
29 H 0.503
30 H 0.356
31 H 0.289
32 H 0.297
33 H 0.331
34 H 0.271
35 H 0.244
36 H 0.347
37 H 0.284
38 H 0.393
39 H 0.292

***

No. 3
Below is a structure of composition C2H3FGaO, with properties calculated with the ωB97M-V functional and the def2-TZVPD basis.

Geometry (Å):
H: 1.041 -0.420 -1.407
C: -1.135 0.243 0.251
C: -0.063 -0.540 0.228
O: 1.078 -0.138 -0.469
H: -2.056 -0.031 0.764
F: -1.130 1.464 -0.274
H: -0.023 -1.513 0.712
Ga: 2.289 0.935 0.194

**Largest force on an atom**: 7.6 eV/Å
**Charge**: +3
**Energy relative to the best compared isomer or geometry (same formula, charge and spin)**: 0.0 kcal/mol

Atomic charges from the Mulliken analysis, expressed in e, are listed below:
1 H 0.553
2 C 0.256
3 C 0.107
4 O -0.143
5 H 0.413
6 F 0.020
7 H 0.485
8 Ga 1.309

***

No. 4
Below is a cluster of 6 separate species, C6H24N12O6 in total, with properties calculated with the ωB97M-V functional and the def2-TZVPD basis.

Geometry (Å):
N: -6.098 -14.917 -21.594
C: -6.043 -13.641 -21.844
N: -7.184 -13.216 -22.237
O: -4.935 -13.135 -21.807
H: -6.971 -15.376 -21.808
H: -5.330 -15.541 -21.795
H: -7.194 -12.372 -22.791
H: -7.958 -13.855 -22.349
N: -3.742 -6.439 -12.147
C: -4.144 -7.726 -12.140
N: -5.191 -7.931 -12.872
O: -3.638 -8.590 -11.435
H: -2.915 -6.269 -11.593
H: -4.228 -5.742 -12.693
H: -5.790 -8.735 -12.995
H: -5.468 -7.079 -13.339
N: -8.480 -12.332 -17.382
C: -7.993 -11.196 -16.962
N: -6.740 -10.950 -17.257
O: -8.598 -10.384 -16.276
H: -9.384 -12.457 -16.949
H: -8.034 -12.756 -18.183
H: -6.420 -10.061 -16.900
H: -6.350 -11.533 -17.984
N: -8.552 -11.966 -11.190
C: -7.907 -11.996 -10.059
N: -6.669 -12.249 -10.270
O: -8.386 -11.594 -9.041
H: -8.101 -12.013 -12.092
H: -9.266 -11.260 -11.079
H: -6.443 -12.841 -11.057
H: -5.918 -11.753 -9.811
N: -15.817 -12.722 -15.473
C: -15.001 -12.947 -16.428
N: -15.122 -11.982 -17.296
O: -14.413 -13.947 -16.511
H: -15.935 -13.605 -14.996
H: -16.326 -11.853 -15.392
H: -14.501 -11.871 -18.085
H: -15.549 -11.148 -16.919
N: -11.047 -7.160 -13.493
C: -12.229 -6.842 -13.907
N: -12.599 -7.635 -14.857
O: -12.879 -5.921 -13.449
H: -10.549 -7.835 -14.056
H: -10.738 -6.683 -12.659
H: -11.864 -7.981 -15.457
H: -13.578 -7.560 -15.095

**Largest force on an atom**: 6.7 eV/Å
**Energy relative to the best compared isomer or geometry (same formula, charge and spin)**: 142.4 kcal/mol

Atomic charges from the Mulliken analysis, expressed in e, are listed below:
1 N -0.438
2 C 0.696
3 N -0.403
4 O -0.654
5 H 0.155
6 H 0.233
7 H 0.238
8 H 0.180
9 N -0.400
10 C 0.660
11 N -0.298
12 O -0.656
13 H 0.218
14 H 0.170
15 H 0.175
16 H 0.129
17 N -0.405
18 C 0.690
19 N -0.399
20 O -0.699
21 H 0.238
22 H 0.189
23 H 0.225
24 H 0.153
25 N -0.479
26 C 0.645
27 N -0.416
28 O -0.614
29 H 0.202
30 H 0.238
31 H 0.206
32 H 0.220
33 N -0.398
34 C 0.624
35 N -0.387
36 O -0.607
37 H 0.225
38 H 0.169
39 H 0.221
40 H 0.153
41 N -0.363
42 C 0.667
43 N -0.395
44 O -0.654
45 H 0.151
46 H 0.203
47 H 0.184
48 H 0.209

***

No. 5
Below is an isolated molecule of C20H22N2O5, with properties calculated with the ωB97M-V functional and the def2-TZVPD basis.

Geometry (Å):
C: -5.673 3.980 -5.439
O: -4.520 3.840 -4.624
C: -4.567 2.851 -3.713
O: -5.522 2.123 -3.587
C: -3.335 2.765 -2.902
C: -3.253 1.786 -1.913
C: -2.126 1.661 -1.129
C: -1.049 2.524 -1.326
N: 0.122 2.463 -0.571
C: 0.474 1.573 0.406
O: -0.221 0.658 0.779
C: 1.869 1.858 0.946
C: 2.188 1.053 2.206
N: 1.980 -0.365 2.010
C: 1.138 -1.091 2.837
O: 0.635 -0.654 3.836
C: 1.039 -2.491 2.278
C: 1.706 -3.528 3.199
C: 1.469 -4.913 2.585
C: 2.382 -4.907 1.340
C: 3.028 -3.517 1.387
C: 3.188 -3.306 2.893
C: 1.938 -2.489 1.038
C: 2.483 -1.081 0.951
O: 3.245 -0.640 0.125
C: -1.129 3.507 -2.316
C: -2.258 3.628 -3.096
H: -6.546 4.213 -4.825
H: -5.461 4.793 -6.129
H: -5.867 3.054 -5.984
H: -4.095 1.125 -1.773
H: -2.070 0.903 -0.366
H: 0.811 3.162 -0.817
H: 2.587 1.589 0.166
H: 1.976 2.921 1.170
H: 1.529 1.340 3.030
H: 3.230 1.232 2.494
H: -0.009 -2.725 2.089
H: 1.399 -3.436 4.239
H: 0.422 -5.070 2.331
H: 1.765 -5.693 3.285
H: 1.827 -5.065 0.416
H: 3.146 -5.681 1.408
H: 3.924 -3.414 0.778
H: 3.543 -2.312 3.160
H: 3.830 -4.052 3.356
H: 1.436 -2.734 0.101
H: -0.295 4.177 -2.469
H: -2.314 4.388 -3.859

**Largest force on an atom**: 0.7 eV/Å
**Energy relative to the best compared isomer or geometry (same formula, charge and spin)**: 0.0 kcal/mol

Atomic charges from the Mulliken analysis, expressed in e, are listed below:
1 C -0.648
2 O -0.304
3 C 0.680
4 O -0.614
5 C 0.106
6 C -0.951
7 C -0.259
8 C 1.008
9 N -0.118
10 C 0.867
11 O -0.646
12 C -0.966
13 C -1.084
14 N 0.141
15 C 0.048
16 O -0.659
17 C -0.057
18 C -0.148
19 C -0.913
20 C -0.927
21 C -0.156
22 C -0.945
23 C -0.167
24 C 0.018
25 O -0.673
26 C -0.698
27 C -0.854
28 H 0.287
29 H 0.226
30 H 0.289
31 H 0.430
32 H 0.560
33 H 0.196
34 H 0.417
35 H 0.521
36 H 0.492
37 H 0.288
38 H 0.551
39 H 0.496
40 H 0.402
41 H 0.378
42 H 0.402
43 H 0.380
44 H 0.517
45 H 0.361
46 H 0.384
47 H 0.594
48 H 0.308
49 H 0.437

***

No. 6
Below is an isolated molecule of C20H22N2O3, with properties calculated with the ωB97M-V functional and the def2-TZVPD basis.

Geometry (Å):
C: 4.105 -2.517 5.078
C: 4.223 -2.503 3.550
C: 5.574 -3.072 3.106
O: 4.039 -1.187 3.043
C: 3.113 -3.417 2.990
O: 3.092 -4.601 3.221
N: 2.208 -2.746 2.231
N: 1.132 -3.358 1.703
C: 0.324 -2.740 0.942
C: 0.359 -1.360 0.449
C: -0.838 -0.657 0.331
C: -0.870 0.650 -0.115
C: 0.314 1.287 -0.477
O: 0.413 2.567 -0.923
C: -0.757 3.353 -1.029
C: -1.704 2.869 -2.086
C: -3.023 3.029 -2.028
C: -3.990 2.611 -3.035
C: -3.677 1.711 -4.054
C: -4.628 1.346 -4.987
C: -5.910 1.869 -4.924
C: -6.237 2.758 -3.913
C: -5.288 3.120 -2.976
C: 1.515 0.580 -0.398
C: 1.539 -0.719 0.059
H: 4.112 -3.544 5.431
H: 3.171 -2.047 5.381
H: 4.936 -1.977 5.530
H: 6.391 -2.543 3.593
H: 5.624 -4.125 3.366
H: 5.680 -2.972 2.027
H: 4.739 -0.631 3.404
H: 2.345 -1.742 2.120
H: -0.537 -3.330 0.651
H: -1.764 -1.141 0.609
H: -1.818 1.157 -0.192
H: -1.260 3.435 -0.055
H: -0.379 4.346 -1.303
H: -1.224 2.392 -2.929
H: -3.448 3.540 -1.171
H: -2.688 1.283 -4.109
H: -4.371 0.645 -5.768
H: -6.650 1.582 -5.655
H: -7.235 3.166 -3.854
H: -5.550 3.814 -2.189
H: 2.422 1.075 -0.705
H: 2.478 -1.254 0.062

**Largest force on an atom**: 1.2 eV/Å
**Energy relative to the best compared isomer or geometry (same formula, charge and spin)**: 74.4 kcal/mol

Atomic charges from the Mulliken analysis, expressed in e, are listed below:
1 C -1.700
2 C 1.701
3 C -1.739
4 O -0.624
5 C 0.112
6 O -0.609
7 N 0.452
8 N -1.253
9 C -0.322
10 C 0.259
11 C -1.019
12 C -0.158
13 C 0.861
14 O -0.436
15 C -0.805
16 C -0.424
17 C -0.028
18 C 0.896
19 C -0.455
20 C -0.590
21 C -0.448
22 C -0.528
23 C -0.453
24 C -0.687
25 C -0.457
26 H 0.365
27 H 0.392
28 H 0.432
29 H 0.435
30 H 0.358
31 H 0.393
32 H 0.373
33 H 0.474
34 H 0.429
35 H 0.399
36 H 0.363
37 H 0.430
38 H 0.321
39 H 0.255
40 H 0.285
41 H 0.245
42 H 0.374
43 H 0.372
44 H 0.378
45 H 0.332
46 H 0.435
47 H 0.615

***

No. 7
Below is the ion C5H9N2 with charge +1, with properties calculated with the ωB97M-V functional and the def2-TZVPD basis.

Geometry (Å):
C: 1.347 -0.965 0.659
C: 0.480 0.742 1.744
C: 0.171 0.854 -0.656
C: 0.053 -0.511 1.200
C: -1.707 -0.571 -1.376
N: -1.114 0.290 -0.417
N: 1.013 0.367 0.444
H: 2.081 -1.063 1.508
H: 1.573 -1.742 -0.096
H: -0.332 1.478 1.714
H: 1.332 0.817 2.519
H: 0.624 0.444 -1.622
H: 0.214 2.040 -0.650
H: -1.059 -0.394 -2.245
H: -1.934 -1.605 -1.074
H: -2.744 -0.181 -1.653

**Largest force on an atom**: 4.7 eV/Å
**Charge**: +1
**Energy relative to the best compared isomer or geometry (same formula, charge and spin)**: 205.3 kcal/mol

Atomic charges from the Mulliken analysis, expressed in e, are listed below:
1 C -0.098
2 C -0.150
3 C -0.500
4 C -0.101
5 C -0.668
6 N -0.207
7 N 0.001
8 H 0.239
9 H 0.276
10 H 0.299
11 H 0.259
12 H 0.420
13 H 0.322
14 H 0.343
15 H 0.281
16 H 0.283